{
  "formula": "C22H34B2ClF21N3O8P2S",
  "method": "wB97M-V/def2-TZVPD",
  "total_charge": -1,
  "spin_multiplicity": 1,
  "gap_ev": 7.40,
  "energy_ha": -5313.0180,
  "e_homo_ev": -5.1900,
  "elements": ["H", "O", "H", "H", "O", "C", "F", "F", "O", "F", "H", "C", "C", "C", "C", "F", "H", "H", "S", "B", "H", "F", "F", "H", "H", "H", "F", "F", "C", "H", "H", "N", "F", "H", "C", "C", "B", "F", "H", "H", "F", "C", "H", "C", "N", "F", "O", "P", "H", "F", "H", "F", "Cl", "C", "H", "F", "F", "H", "H", "P", "C", "H", "F", "F", "F", "C", "H", "O", "H", "H", "C", "H", "F", "O", "H", "C", "O", "C", "H", "H", "C", "C", "C", "H", "H", "F", "H", "O", "C", "H", "N", "H", "C", "C"],
  "coordinates": [[1.0922, 2.0567, -3.8563], [-5.0612, 1.2132, 0.1798], [-2.7233, 0.3313, -2.2200], [3.1314, 2.2599, 0.4324], [-1.5706, 4.7817, -0.6794], [0.3093, 2.6619, 0.6954], [-1.8456, -1.4150, -0.6571], [0.7696, -3.6193, -1.8767], [-3.5596, -0.0052, 2.7422], [5.6065, -5.8901, 4.2588], [6.7033, -3.6391, 4.8102], [2.8152, 2.8351, 1.3069], [0.1909, 1.6592, -0.5101], [0.7359, 2.2849, -1.7915], [2.8006, -4.2025, 4.8896], [1.1879, -2.6063, 5.3106], [2.1284, 4.9176, 1.3324], [1.4409, -0.1716, 0.9738], [-2.2395, 0.3059, 2.1903], [-3.8399, 1.1860, -0.4441], [-2.1323, 3.7127, -2.9641], [3.2046, -2.4324, 2.4547], [2.0810, -2.3913, -4.8812], [-5.7799, 3.7631, 0.9716], [3.5090, 2.5629, 2.1100], [1.1253, 3.2072, 2.5517], [-0.3471, -1.5295, 1.5925], [0.2025, -3.4486, -6.5701], [2.0464, -2.7339, -3.5704], [-4.1448, 4.5609, 2.5865], [-5.3537, 5.4771, 0.6999], [-2.8570, 3.4843, -2.2840], [5.6004, -2.4430, 3.6492], [-5.4983, 0.3591, 0.0888], [2.3681, -2.7539, 4.6451], [-3.7845, 4.2756, 1.5845], [-2.2613, 3.6221, -0.9330], [-2.1442, -0.9433, -5.8766], [1.3357, 1.5102, 2.2561], [-3.5510, 4.2186, -2.4108], [4.3336, -4.8333, 2.8447], [0.4843, 1.7907, -2.9973], [0.5462, 3.6315, 0.2137], [1.3901, 2.4870, 1.7634], [-3.3484, 2.8912, 1.6977], [3.2675, -1.9061, 5.1919], [4.1849, -4.4169, 5.0474], [1.2841, 0.1141, -0.3858], [-4.7580, 4.2144, -0.3947], [-2.0693, -2.2825, 2.6748], [2.3595, -4.8781, 4.1559], [0.4046, -4.4037, -3.8938], [4.4219, 5.0415, 1.8196], [-1.6981, -1.4571, 1.6699], [-1.1616, -2.5636, -2.4785], [-0.6328, -1.9114, -7.8890], [2.9628, -3.7186, -3.3733], [2.2933, -1.8717, -2.9461], [2.5178, 0.6492, -0.7832], [-2.3329, 2.1665, 0.4237], [2.9853, 4.3293, 1.0005], [2.3743, -4.4537, 5.8591], [1.6611, -1.0619, 3.1941], [6.9221, -3.9999, 2.8513], [-3.5922, -2.1140, 0.4059], [0.6654, -3.2707, -3.1957], [0.7092, -1.9266, -0.6868], [-1.1424, 1.2843, -0.6045], [-1.2603, 4.7886, 0.2349], [1.3221, 3.1964, -1.6698], [-0.8610, -2.6452, -6.7717], [-1.7576, -3.2511, -6.9103], [-0.0078, -0.8575, -5.4610], [-1.3080, -2.3912, -4.4537], [-0.3391, 1.0982, -3.1523], [2.0759, -2.3392, 3.2015], [-0.9444, 2.7414, 1.2968], [-0.4966, -2.2902, -3.2919], [1.2949, -2.9673, 2.7653], [-4.3002, 1.0364, -2.5242], [4.9965, -4.7008, 4.0035], [6.1209, -3.6611, 3.8876], [-1.0500, -1.6985, -5.5770], [-3.0077, 5.0309, 1.3804], [-2.8570, 2.8167, 2.5830], [-1.8450, -3.3544, 0.2953], [-0.1628, -1.2744, -3.0869], [-1.1820, 0.5695, 3.1765], [-2.2671, -2.0897, 0.3988], [3.1636, 4.5191, -0.0605], [0.8925, -1.1237, -1.2802], [-4.2266, -0.5644, -1.7937], [-4.9856, 4.4447, 0.6515], [-3.7312, 0.4153, -1.8150]]
}

=====

{
  "formula": "C22H34BBeCl8F10N7O4S2",
  "method": "wB97M-V/def2-TZVPD",
  "total_charge": 0,
  "spin_multiplicity": 1,
  "gap_ev": 6.05,
  "energy_ha": -7059.1717,
  "e_homo_ev": -10.1348,
  "elements": ["H", "B", "O", "F", "C", "H", "H", "H", "H", "H", "H", "N", "N", "C", "Cl", "H", "C", "C", "H", "H", "C", "N", "C", "S", "H", "N", "F", "C", "H", "S", "H", "H", "F", "C", "C", "H", "Cl", "C", "H", "H", "C", "H", "N", "O", "Cl", "H", "H", "H", "N", "H", "C", "F", "Cl", "H", "H", "H", "H", "H", "C", "Be", "C", "H", "Cl", "H", "Cl", "F", "H", "C", "C", "C", "F", "Cl", "C", "F", "F", "H", "Cl", "C", "F", "H", "C", "C", "H", "O", "F", "C", "H", "O", "N"],
  "coordinates": [[-18.1645, 5.6091, 8.7994], [-19.5303, 1.9001, 3.2621], [-12.8918, 2.4623, 4.0743], [-14.8323, 3.6907, 7.2214], [-18.2449, 7.6807, 3.9410], [-12.8414, 7.3461, 4.6034], [-10.1862, 2.0870, 6.5367], [-7.2534, 3.1484, 6.3560], [-19.4390, 3.0400, 0.4408], [-18.0979, 5.1381, 0.5435], [-17.7317, 6.7722, 3.6254], [-15.4632, 2.7669, 4.3746], [-16.1186, -0.1776, 3.9830], [-19.4358, 7.1810, 4.6729], [-8.6660, 2.3926, 2.8392], [-11.9260, 0.1083, 1.5303], [-15.8906, -1.1753, 3.4653], [-8.0272, 2.3871, 6.3930], [-20.8807, 3.9326, 0.7535], [-15.2698, 3.2021, -2.0946], [-11.7414, 8.9991, 3.9700], [-10.2507, -2.2896, 2.5851], [-15.5624, -2.4037, 2.7520], [-15.2942, 3.8579, 3.0446], [-17.6387, 8.2159, 4.6694], [-18.2410, 4.0145, 6.1164], [-15.3694, 3.3128, 0.4144], [-9.4862, 2.8709, 6.2474], [-13.7499, 7.3041, 0.4541], [-14.0405, 2.3729, 4.9563], [-18.4802, 8.2954, 3.0774], [-12.3997, 7.3469, 2.8102], [-13.7749, 4.9409, 5.8411], [-16.3900, 3.3696, -3.9802], [-10.7454, 3.2217, 1.3744], [-16.4026, 4.5209, -2.1577], [-17.4243, 2.4055, -1.6805], [-13.8225, 3.7203, 6.3428], [-14.4514, 5.7855, 0.9029], [-18.9536, 4.7778, 2.0504], [-19.9020, 4.0129, 0.2831], [-8.5986, 2.9307, 0.5691], [-11.4372, 10.1055, 4.0607], [-14.1708, 1.1268, 5.6805], [-15.7966, 1.7747, -4.4739], [-17.5478, 4.0994, 9.1652], [-11.3269, 0.4042, 3.2156], [-10.9334, 2.1537, 1.2974], [-15.2044, 7.7162, 3.2528], [-7.8619, 1.6755, 5.5849], [-19.0791, 5.0752, 1.0123], [-18.7674, 0.6920, 3.3624], [-7.8140, 1.3439, 7.8448], [-11.1833, 3.6859, 2.2533], [-15.8362, -3.3332, 3.2484], [-12.8565, -0.4834, 2.9846], [-16.0392, -2.2840, 1.7800], [-15.6214, 4.0290, -4.3807], [-11.8837, -0.2611, 2.5529], [-17.4324, 1.7474, 4.9909], [-12.1228, 7.5995, 3.8285], [-16.3858, 5.1989, 8.3662], [-11.2941, 4.0066, -0.1154], [-17.4059, 3.5147, -4.3340], [-9.8749, 4.3221, 7.1809], [-16.0115, 1.6618, 1.7193], [-8.8122, 4.3125, 1.4466], [-17.8721, 4.3951, 7.1358], [-15.1438, 2.6845, 1.5688], [-9.2145, 3.2998, 1.3876], [-18.5999, 2.8653, 2.9240], [-20.1176, 4.2898, -1.4675], [-16.2596, 3.4800, -2.4512], [-12.6815, 3.4732, 6.9696], [-20.5530, 1.7664, 2.3621], [-14.4772, -2.5013, 2.6905], [-19.8842, 6.6620, 1.0433], [-14.6553, 6.8541, 0.8580], [-13.9570, 2.1282, 1.4655], [-9.7518, 3.0027, 5.1988], [-17.4270, 4.8970, 8.4290], [-14.9401, 7.3506, 2.1971], [-15.5640, 7.0090, 0.2773], [-16.5085, 4.5847, 2.8154], [-19.9702, 2.1216, 4.5716], [-10.9828, -1.4053, 2.5557], [-11.1800, 7.0961, 4.0610], [-14.0926, 4.6367, 3.0138], [-20.3680, 6.8633, 5.2655]]
}

=====

{
  "formula": "C22H34BCoF4N6Sb",
  "method": "wB97M-V/def2-TZVPD",
  "e_above_lowest_kj_mol": 96.13,
  "total_charge": 0,
  "spin_multiplicity": 2,
  "gap_ev": [6.93, 7.69],
  "energy_ha": -3234.4599,
  "s_squared": 0.811,
  "e_homo_ev": [-7.2944, -7.3537],
  "elements": ["H", "C", "C", "C", "H", "C", "N", "H", "C", "C", "C", "Sb", "H", "C", "H", "Co", "H", "C", "F", "H", "H", "F", "F", "H", "H", "H", "H", "N", "N", "C", "H", "C", "H", "H", "H", "H", "C", "H", "C", "H", "C", "H", "H", "C", "C", "H", "C", "N", "C", "C", "H", "H", "H", "C", "N", "H", "H", "H", "B", "H", "F", "H", "N", "C", "H", "H", "C", "H", "H"],
  "coordinates": [[2.4202, 1.3420, 2.2368], [-3.3053, -1.8400, 0.5254], [3.2466, 3.4626, -2.0819], [0.0967, -0.6937, 3.6414], [-4.3710, -2.1007, 0.5363], [-3.3455, -2.6370, -1.7629], [-3.2196, -0.3348, 0.4858], [1.4112, -0.8709, 1.8416], [-3.8311, 0.8978, -1.4947], [2.7867, 2.2903, 1.8407], [-0.2292, 3.3884, -1.5411], [0.9905, 1.9133, -0.5851], [-0.7254, 5.4977, -1.5963], [-1.7318, -3.5701, -0.2287], [-2.3263, -4.3404, 0.2888], [-0.3260, -0.6319, -0.5348], [-3.9993, -1.7882, -1.9499], [0.4560, -0.6634, 2.2974], [4.5680, -1.2076, -2.0891], [0.8380, 3.2431, 1.7266], [3.5036, 1.4440, -1.3203], [1.9368, -3.8878, 1.8301], [4.5480, -4.0110, 1.6944], [3.4990, 3.9913, -1.1607], [2.0555, 3.9982, 0.7145], [4.1449, 3.4513, -2.7022], [-5.1814, 0.4231, 0.0859], [0.4147, -2.4114, -0.2140], [-2.5558, -2.4063, -0.5648], [2.7394, 2.0547, -1.8065], [-0.0200, 3.2972, -2.6092], [4.6550, -2.6275, -0.2035], [-1.2603, 3.0620, -1.4042], [-2.6828, -2.7421, -2.6215], [0.0028, -4.2676, 0.7016], [-2.3354, -0.1784, -0.0077], [1.7707, -2.5411, -0.1483], [-2.5855, 1.0312, -3.2635], [1.6953, 3.0375, 1.0833], [-0.6802, -2.9126, 1.5601], [-1.2517, -0.3926, 3.6285], [2.5008, 4.0623, -2.6062], [-1.9671, -0.2912, 4.4267], [3.9173, -3.2994, 0.7450], [-0.0538, 4.8233, -1.0606], [2.4950, 1.5312, -2.7326], [-0.4578, -3.2893, 0.5534], [-1.4691, 0.1839, -1.7814], [2.5553, -1.8581, -1.1062], [-2.5173, 0.7248, -2.2077], [3.1620, 2.8737, 2.6834], [-2.8598, -2.1438, 1.4702], [-3.8728, 0.0163, 2.6801], [2.5338, -3.2582, 0.7917], [-1.6431, -0.1947, 2.3641], [-2.9886, 1.5518, 1.6998], [5.7323, -2.6684, -0.2223], [0.7206, -0.9161, 4.4872], [-3.0164, 0.3640, 1.9040], [0.9620, 5.1914, -1.2086], [1.9242, -1.1439, -2.0642], [-4.6028, 1.4285, -2.0416], [-0.5899, -0.3592, 1.5304], [3.9284, -1.8956, -1.1283], [-1.4221, -4.0021, -1.1815], [3.6410, 2.0673, 1.1980], [-4.1893, 0.3541, -0.3401], [-0.2766, 4.9229, 0.0025], [-3.9620, -3.5444, -1.6838]]
}

=====

{
  "formula": "C22H34Br21N3",
  "method": "wB97M-V/def2-TZVPD",
  "total_charge": 0,
  "spin_multiplicity": 1,
  "gap_ev": 9.25,
  "energy_ha": -55077.1186,
  "e_homo_ev": -9.5458,
  "elements": ["H", "Br", "H", "H", "H", "C", "N", "H", "C", "H", "Br", "H", "Br", "C", "C", "H", "C", "Br", "H", "Br", "H", "C", "H", "Br", "C", "C", "C", "H", "Br", "Br", "H", "Br", "Br", "C", "C", "H", "Br", "H", "C", "H", "N", "C", "Br", "H", "Br", "H", "C", "Br", "H", "H", "H", "H", "C", "H", "H", "H", "Br", "H", "Br", "H", "H", "Br", "C", "C", "H", "Br", "H", "H", "N", "C", "C", "Br", "Br", "C", "C", "H", "H", "C", "Br", "H"],
  "coordinates": [[1.9661, -0.8252, -3.5062], [-9.0395, 0.7252, -2.1978], [-5.4110, -3.7210, -5.5522], [-0.0808, -1.2319, -3.0085], [-9.0821, -1.4734, -3.3264], [-4.3036, 1.0213, -2.2585], [-0.9364, -2.8294, 2.3035], [-6.5172, -0.8340, 3.0691], [8.6834, -0.3472, 3.7619], [-0.6950, -2.8307, -2.5503], [11.5236, 4.5383, 4.2042], [4.8898, -1.3973, 0.5585], [-4.1644, -2.8513, -3.5941], [3.4155, -1.2751, -1.9421], [10.4014, 4.8456, 5.7383], [-3.7204, -1.3949, -1.9449], [4.4097, -0.1499, -2.2911], [-3.7631, 1.5934, 1.4114], [8.9320, -0.9854, 4.5968], [-4.9448, 6.8327, 2.9878], [2.8626, -0.9999, -1.0407], [-2.8865, 0.4773, -2.0632], [6.0859, 1.3707, 0.1540], [-3.7377, 4.4201, -0.0499], [5.7223, -0.7597, 0.2631], [-2.9197, 3.3155, 1.2953], [-1.1303, -2.5547, 1.2064], [4.0829, 0.2991, -3.2333], [-6.8586, 0.7134, 4.9667], [9.8972, 1.1465, 3.8002], [10.2618, 3.8922, 6.2270], [11.2438, 6.0220, 7.0065], [-7.2346, -0.4098, -4.5651], [-0.1302, -1.6039, -0.8757], [5.2508, 0.6790, 0.0537], [0.7358, -1.8605, -0.2698], [-4.3944, -1.1777, 4.2799], [-2.3732, 0.5777, -3.0235], [-1.3757, -2.2168, -0.2000], [3.1026, -2.1863, -3.8381], [-2.8627, -0.9346, -1.6704], [4.4779, 0.9782, -1.2600], [-6.6761, -4.8023, -3.7170], [-2.3318, 1.0915, -1.3544], [6.8591, 0.2198, 4.0006], [-1.6810, -3.1409, -0.6931], [2.4944, -1.6808, -3.0894], [-3.9271, -5.6433, -5.0876], [6.4300, -0.7749, 1.0916], [-4.3462, 6.2607, 5.3175], [-3.0713, 3.8021, 2.2488], [6.2258, -1.1904, -0.5996], [-6.2921, -0.9264, 4.1222], [3.4614, 1.3193, -1.0580], [4.9814, 1.8132, -1.7515], [-0.2507, -0.5209, -0.8136], [-7.2456, -1.8639, -1.7260], [4.5782, 0.9077, 0.8825], [-2.2382, 5.6485, 4.1729], [1.2987, -3.4444, -3.3876], [1.7971, -3.2125, -1.7005], [8.9015, -1.3918, 2.1602], [0.0552, -2.0735, -2.3342], [-2.5731, -1.2351, -0.2806], [3.9887, -2.1643, -1.6698], [8.6609, 5.4812, 5.2219], [-4.8115, 1.1417, -1.3051], [-2.2764, -0.3637, 0.3013], [-4.6109, -2.5040, 0.7832], [-4.1506, 5.7660, 4.3775], [-8.2673, -0.8457, -2.9963], [-7.2715, -2.4429, 4.7827], [-1.0182, 3.1651, 1.0304], [1.4375, -2.7074, -2.5958], [-5.0957, -4.1848, -4.6288], [5.4031, -0.5486, -2.4919], [-4.8521, 0.3237, -2.8931], [-3.7494, -1.8609, 0.3789], [-4.9416, 4.0107, 4.4633], [-4.2782, 1.9746, -2.7839]]
}

=====

{
  "formula": "C22H34Cl3NOZr",
  "method": "wB97M-V/def2-TZVPD",
  "total_charge": -2,
  "spin_multiplicity": 1,
  "gap_ev": 3.28,
  "energy_ha": -2416.3561,
  "e_homo_ev": 0.9943,
  "elements": ["C", "C", "C", "H", "Cl", "N", "H", "C", "C", "C", "H", "Cl", "H", "H", "H", "C", "C", "C", "H", "Cl", "H", "C", "C", "H", "H", "C", "H", "H", "H", "H", "H", "C", "Zr", "C", "C", "H", "C", "H", "H", "C", "H", "C", "H", "H", "O", "C", "C", "H", "H", "H", "H", "C", "H", "H", "H", "C", "H", "H", "H", "H", "H", "H"],
  "coordinates": [[-2.8548, -0.2087, -3.4625], [-0.7890, 1.2739, -3.9047], [-0.8320, 1.0298, 3.0461], [-0.4859, 2.0202, 2.7410], [3.0758, 0.7180, -1.4965], [1.1255, 0.1264, 1.9055], [1.9803, -2.0924, -4.4721], [-2.3587, -2.9204, 3.8048], [2.0622, -1.0135, -4.6185], [-1.8238, -1.5420, 3.5189], [1.9292, -1.8748, 3.6669], [-0.0299, 2.1586, -0.3839], [-2.9713, -1.0563, -2.7807], [-3.3920, -0.3703, -4.4087], [1.7312, 2.1714, -5.6550], [2.1470, 0.7824, 4.0817], [3.4642, 0.7219, 1.9686], [-0.4269, -0.9824, -3.9019], [-1.5693, 3.0642, -4.7807], [1.3944, -2.2544, -0.3760], [-1.4843, -2.6367, -3.1190], [-0.6455, -1.3600, 2.7702], [1.5797, 2.0878, -4.5684], [3.0672, 0.8535, 4.6741], [1.7996, 1.7924, 3.9061], [-0.6173, -2.4439, -3.7533], [-2.0775, -3.2564, 4.8081], [3.6612, -1.4933, 3.5609], [-2.4088, 2.5242, -3.3094], [2.7455, -1.9573, 2.1120], [1.2523, 3.0654, -4.1984], [-0.1376, -0.0818, 2.5406], [1.3528, 0.1487, -0.1509], [0.7787, -0.3449, -4.2541], [-1.4074, 0.0227, -3.7275], [3.1625, 1.7447, 1.6952], [-1.4293, 2.6111, -3.7880], [2.3167, -0.8232, -5.6709], [-2.4764, 2.1608, 5.4767], [0.5621, 1.0470, -4.2428], [2.8969, -0.6394, -4.0101], [-2.4667, -0.4220, 4.0630], [3.6805, 0.1387, 1.0611], [-3.2881, 0.6560, -2.9531], [-2.1191, -0.9897, -0.9782], [-2.6979, 2.0633, 4.4099], [-1.9994, 0.8712, 3.8062], [-3.4505, -2.9440, 3.7572], [-3.7812, 1.9747, 4.3088], [-0.1921, -2.1847, 2.2147], [-3.3258, -0.5610, 4.7172], [2.3744, 0.0547, 2.7767], [0.2504, -2.9029, -3.2614], [2.5501, 1.8521, -4.1181], [-0.8069, 3.2954, -3.1947], [2.6924, -1.4006, 3.0486], [1.4142, 0.2864, 4.7135], [-1.9867, 0.2498, -0.4839], [-1.9596, -3.6455, 3.0955], [4.3744, 0.7797, 2.5800], [-2.3708, 2.9816, 3.9264], [-0.7592, -2.9263, -4.7325]]
}